No. 1
{"formula": "C31H31N4O3RuS", "method": "ωB97M-V/def2-TZVPD", "spin_multiplicity": 5, "mol_weight_da": 640.75, "e_lumo_ev": [2.72, 2.53], "relative_energy_kcal_mol": 19.0, "charge": -1, "total_energy_ev": -58172.76191, "symbols": ["Ru", "O", "C", "N", "C", "C", "C", "C", "C", "C", "N", "C", "C", "C", "C", "C", "N", "H", "H", "H", "H", "H", "H", "H", "H", "H", "H", "O", "C", "O", "C", "C", "C", "C", "C", "C", "S", "H", "H", "H", "H", "C", "C", "C", "C", "C", "C", "C", "C", "C", "C", "C", "C", "N", "H", "H", "H", "H", "H", "H", "H", "H", "H", "H", "H", "H", "H", "H", "H", "H", "H"], "coordinates": [[-0.532892, 0.694564, -0.369693], [-4.415287, 1.534102, 0.684447], [-3.292289, 1.077673, 0.486609], [-2.380826, 1.477043, -0.401575], [-2.702752, 2.479288, -1.379907], [-1.461162, 2.805388, -2.173754], [-1.480169, 3.760050, -3.185118], [-0.329238, 4.032087, -3.893032], [0.833135, 3.344154, -3.577699], [0.788449, 2.409228, -2.565400], [-0.327478, 2.145294, -1.876461], [-2.769269, -0.096407, 1.295812], [-3.586060, -0.769597, 2.179849], [-3.076517, -1.862308, 2.861878], [-1.761530, -2.234977, 2.645549], [-0.997171, -1.506329, 1.750859], [-1.491455, -0.463289, 1.085350], [-3.088939, 3.395920, -0.918429], [-3.479842, 2.120153, -2.065090], [-2.408234, 4.271304, -3.405606], [-0.334835, 4.770117, -4.685590], [1.758632, 3.520577, -4.107461], [1.657386, 1.837192, -2.267151], [-4.604468, -0.422931, 2.288696], [-3.699590, -2.422740, 3.547986], [-1.325142, -3.086314, 3.149623], [0.037632, -1.746628, 1.543449], [-4.437158, -0.585475, -2.493719], [-3.255785, -0.925674, -2.431177], [-2.267195, -0.317262, -2.978833], [-2.867586, -2.160631, -1.653927], [-3.817452, -2.994060, -1.082058], [-3.430177, -4.156023, -0.428449], [-2.077520, -4.480169, -0.353816], [-1.120878, -3.641614, -0.904932], [-1.515016, -2.467404, -1.553021], [-0.368338, -1.329200, -2.214496], [-4.856959, -2.703516, -1.174266], [-4.172371, -4.810334, 0.012526], [-1.763812, -5.391377, 0.143085], [-0.067097, -3.889584, -0.835855], [1.806669, 3.503800, 1.114096], [1.889774, 2.552276, 2.309875], [0.492629, 2.245972, 2.862846], [2.703529, 1.307301, 2.012745], [3.855453, 1.081293, 2.750448], [4.649662, -0.043422, 2.556815], [4.285336, -0.966123, 1.580331], [3.157812, -0.780517, 0.800507], [2.780472, -1.738062, -0.306824], [3.288810, -3.162951, -0.113874], [3.245209, -1.186107, -1.658036], [2.318856, 0.368553, 1.004019], [1.211355, 0.523443, 0.268686], [1.269939, 4.415619, 1.392036], [1.277808, 3.032207, 0.285825], [2.805626, 3.785301, 0.772560], [2.436513, 3.078620, 3.099842], [-0.156996, 1.849232, 2.083074], [0.033578, 3.155427, 3.260628], [0.545498, 1.508903, 3.667178], [4.133642, 1.803696, 3.512199], [5.536100, -0.200869, 3.158702], [4.903309, -1.844570, 1.430294], [1.688650, -1.764841, -0.341809], [4.378434, -3.220050, -0.192021], [2.875678, -3.811396, -0.890794], [2.998415, -3.566565, 0.859247], [4.337407, -1.124279, -1.686359], [2.832885, -0.188341, -1.814111], [2.905179, -1.823835, -2.477347]], "forces_ev_per_a": [[0.2, 0.1, 0.2], [-0.1, 0.0, 0.0], [0.1, 0.0, 0.0], [-0.1, -0.2, -0.1], [0.1, 0.1, -0.1], [-0.1, 0.0, 0.0], [-0.1, 0.0, 0.1], [0.0, 0.1, -0.1], [0.1, -0.1, 0.0], [0.0, 0.0, 0.0], [0.0, 0.0, 0.0], [0.0, 0.1, -0.1], [0.0, 0.0, 0.0], [-0.1, 0.0, 0.0], [0.1, 0.0, 0.0], [0.0, 0.0, 0.0], [0.1, 0.0, 0.0], [0.0, 0.0, 0.0], [0.0, -0.1, 0.0], [0.0, 0.0, 0.0], [0.0, 0.0, 0.0], [0.0, 0.0, 0.0], [0.0, 0.0, 0.0], [0.0, 0.0, 0.0], [0.0, 0.0, 0.0], [0.0, 0.0, 0.0], [0.0, 0.0, 0.0], [0.1, 0.0, -0.1], [-0.1, 0.0, 0.1], [-0.1, 0.1, -0.1], [-0.1, 0.0, -0.1], [0.0, 0.0, 0.0], [0.0, 0.1, 0.0], [0.0, 0.1, 0.0], [0.0, 0.0, 0.0], [0.1, 0.0, 0.0], [0.2, 0.1, 0.1], [0.0, 0.0, 0.0], [0.0, 0.0, 0.0], [0.0, 0.0, 0.0], [0.0, 0.0, 0.0], [0.0, 0.0, 0.0], [0.0, 0.0, 0.0], [0.0, 0.0, 0.0], [0.0, 0.0, 0.0], [0.0, 0.0, 0.0], [-0.1, 0.0, 0.0], [0.0, 0.0, 0.0], [0.0, 0.0, 0.0], [0.0, 0.0, 0.0], [0.0, 0.0, 0.0], [0.0, 0.0, 0.0], [-0.1, 0.0, 0.0], [0.1, -0.1, -0.1], [0.0, 0.0, 0.0], [0.0, 0.0, 0.0], [0.0, 0.0, 0.0], [0.0, 0.0, 0.0], [0.0, 0.0, 0.0], [0.0, 0.0, 0.0], [0.0, 0.0, 0.0], [0.0, 0.0, 0.0], [0.0, 0.0, 0.0], [0.0, 0.0, 0.0], [0.0, 0.0, 0.0], [0.0, 0.0, 0.0], [0.0, 0.0, 0.0], [0.0, 0.0, 0.0], [0.0, 0.0, 0.0], [0.0, 0.0, 0.0], [0.0, 0.0, 0.0]], "lowdin_charge": [1.102, 0.028, -0.504, -0.120, -0.154, -0.227, -0.019, -0.071, -0.064, -0.119, -0.030, -0.171, 0.002, -0.059, -0.057, -0.109, -0.021, 0.130, 0.132, 0.118, 0.103, 0.101, 0.098, 0.119, 0.104, 0.104, 0.109, 0.015, -0.649, -0.171, -0.179, -0.025, -0.100, -0.109, -0.124, -0.574, 0.824, 0.115, 0.090, 0.094, 0.092, -0.075, -0.383, -0.074, -0.155, -0.069, -0.109, -0.064, -0.152, -0.409, -0.088, -0.077, -0.295, -0.118, 0.073, 0.035, 0.077, 0.116, 0.031, 0.072, 0.079, 0.099, 0.085, 0.095, 0.065, 0.067, 0.072, 0.079, 0.080, 0.051, 0.067]}

No. 2
{"formula": "H38O19", "method": "ωB97M-V/def2-TZVPD", "mol_weight_da": 342.29, "e_lumo_ev": -0.08, "relative_energy_kcal_mol": 105.7, "charge": 0, "total_energy_ev": -39518.31435, "symbols": ["O", "H", "H", "O", "H", "H", "O", "H", "H", "O", "H", "H", "O", "H", "H", "O", "H", "H", "O", "H", "H", "O", "H", "H", "O", "H", "H", "O", "H", "H", "O", "H", "H", "O", "H", "H", "O", "H", "H", "O", "H", "H", "O", "H", "H", "O", "H", "H", "O", "H", "H", "O", "H", "H", "O", "H", "H"], "coordinates": [[3.200464, -1.695908, -1.107808], [3.188779, -0.975710, -1.726888], [3.204774, -1.721894, -0.161196], [0.996686, -0.004259, -4.497919], [1.527085, -0.658612, -4.971322], [0.044959, -0.137950, -4.627500], [-2.372005, -1.856388, 1.711104], [-1.920254, -2.019147, 0.871573], [-1.677935, -2.236741, 2.296295], [2.175918, -0.473218, 4.239610], [2.131382, 0.204685, 4.947789], [2.312539, 0.302708, 3.631321], [3.322234, -2.013942, 2.419755], [3.063793, -1.504591, 3.204358], [3.408854, -1.331055, 1.747462], [-4.035762, -3.068932, -0.266130], [-3.669413, -2.650082, 0.521797], [-3.512763, -3.869104, -0.413428], [-1.625433, 1.135381, -3.218441], [-2.563826, 1.084645, -2.951567], [-1.264992, 1.468406, -2.396057], [-2.136834, -1.998576, -2.823126], [-3.059498, -1.755970, -2.669976], [-2.257171, -2.803852, -3.343686], [1.580692, 3.496054, -2.349590], [0.745124, 3.472411, -2.860410], [2.280580, 3.675462, -2.990787], [1.873496, 1.105870, -0.973887], [1.517128, 0.249927, -1.230827], [1.119762, 1.701261, -0.914572], [-0.001307, 1.691685, 3.933280], [-0.391888, 1.637706, 4.803332], [-0.519121, 1.216392, 3.272836], [-0.681643, -0.130421, -1.295301], [0.047533, -0.176322, -0.686021], [-0.790087, -0.874803, -1.872904], [3.447996, 3.721467, -0.571658], [3.021384, 2.867921, -0.460601], [2.973298, 3.970242, -1.384562], [-0.769654, -3.723706, -0.423886], [0.172845, -3.667256, -0.573577], [-1.067320, -4.642951, -0.451190], [-3.885144, 0.576294, -1.435274], [-3.329741, 1.161167, -0.869159], [-4.608404, 1.205484, -1.568015], [-3.151278, 0.996608, 1.934749], [-3.922042, 0.564792, 1.527615], [-2.859712, 0.289725, 2.527631], [0.123522, -1.576021, 3.126404], [0.583919, -1.011456, 3.791932], [0.816415, -2.074016, 2.653977], [0.710574, 3.402503, 0.141435], [1.156539, 4.075203, -0.387368], [1.184533, 3.164747, 0.938886], [1.437810, 0.305470, 1.432135], [0.936627, 0.903846, 1.993504], [1.765983, 1.004822, 0.805849]], "forces_ev_per_a": [[-0.2, -2.5, -1.3], [0.2, 1.0, 1.0], [0.0, 1.3, 0.2], [0.3, 0.2, 0.2], [-0.7, 0.1, 0.0], [0.4, -0.2, 0.0], [0.9, -0.8, 0.3], [-0.1, 0.4, -0.4], [-0.6, 0.6, 0.1], [0.6, 3.6, 0.7], [-0.1, -1.3, 1.0], [-0.2, -1.5, -0.9], [0.1, -0.1, -0.2], [0.2, -0.4, -0.1], [0.0, 0.1, 0.1], [-0.2, -0.4, -0.4], [0.1, -0.1, 0.2], [-0.1, 0.4, 0.2], [-1.1, 0.9, -0.6], [0.3, -0.3, -0.4], [0.6, -0.3, 0.2], [-0.5, -0.4, -0.6], [0.1, 0.4, 0.5], [0.4, 0.1, 0.1], [-0.9, 0.4, -1.2], [0.7, 0.0, 0.3], [-0.3, -0.3, -0.4], [0.7, -0.1, -0.1], [0.2, 0.1, -0.3], [-0.2, 0.4, -0.3], [0.9, 0.2, -0.6], [-0.5, -0.2, 0.0], [-0.5, -0.1, 0.6], [-0.2, 1.4, 1.0], [-0.1, -0.9, 0.5], [0.1, -0.9, -0.4], [0.0, 0.3, -0.4], [0.3, -0.5, 0.2], [0.6, 0.3, 0.8], [-0.8, 0.2, 0.3], [0.3, -0.4, -0.1], [0.6, 0.2, 0.0], [0.2, 1.5, 0.6], [0.1, -1.1, -0.2], [-0.4, -0.5, -0.3], [-0.5, -0.3, 0.1], [0.4, 0.3, 0.0], [0.2, 0.0, -0.3], [-0.3, -0.2, 0.2], [-0.2, -0.9, -0.9], [-0.1, 0.6, 0.4], [-1.3, -0.5, -0.1], [0.4, -0.2, 0.6], [0.4, 0.8, 0.0], [0.5, 1.7, -0.1], [-0.5, -0.5, 0.6], [0.1, -1.5, -0.1]], "nbo_charge": [-1.007, 0.509, 0.501, -0.968, 0.470, 0.499, -0.990, 0.493, 0.505, -0.949, 0.492, 0.498, -0.961, 0.489, 0.455, -0.963, 0.492, 0.459, -0.965, 0.479, 0.475, -0.953, 0.491, 0.468, -0.976, 0.506, 0.486, -0.979, 0.483, 0.507, -0.979, 0.489, 0.492, -0.985, 0.464, 0.517, -0.950, 0.473, 0.465, -0.961, 0.487, 0.476, -0.940, 0.484, 0.466, -0.957, 0.474, 0.482, -1.009, 0.497, 0.490, -0.975, 0.507, 0.474, -0.973, 0.459, 0.486]}